{
  "formula": "CH14NO6",
  "method": "ωB97M-V/def2-TZVPD",
  "e_homo_ev": -5.13,
  "charge": -1,
  "spin_multiplicity": 1,
  "homo_lumo_gap_ev": 8.8,
  "relative_energy_ev": 1.076,
  "symbols": ["N", "C", "O", "H", "H", "H", "H", "H", "H", "O", "H", "H", "O", "H", "H", "O", "H", "H", "O", "H", "H", "O"],
  "coordinates": [[-0.22, 0.58, -2.46], [0.62, 0.59, -1.23], [0.02, 0.21, -0.05], [0.01, -0.30, -2.90], [-1.19, 0.61, -2.18], [1.49, -0.04, -1.42], [0.95, 1.66, -1.03], [-0.49, -1.53, -0.22], [-2.03, -1.65, -0.55], [-1.23, -2.17, -0.35], [0.06, 1.38, 1.23], [1.27, 1.57, 2.17], [0.55, 2.06, 1.76], [-1.00, 2.06, -0.23], [-2.40, 1.41, -0.16], [-1.95, 2.26, -0.27], [2.78, 0.00, 1.02], [1.41, -0.43, 0.66], [2.28, -0.82, 0.96], [-0.75, -3.13, 1.53], [0.02, -1.75, 1.66], [-0.22, -2.56, 2.10]]
}